C15H24AuBCl2F4NSeSi as an isolated structure. Source: OMol25; level of theory: ωB97M-V/def2-TZVPD.

Relative energy (zero: lowest compared OMol25 entry of this formula, charge and spin) ... 0.9119 eV
E_HOMO ... -5.86 eV
LUMO level ... 2.023 eV
Total charge ... -1

Geometry as XYZ:
```
50
Properties=species:S:1:pos:R:3:forces:R:3:mulliken_charge:R:1
Au -0.20248 0.18549 0.31612 -0.083 0.147 -0.089 1.083
Cl -3.95043 -0.81584 4.58054 -0.035 0.007 0.033 -0.194
C -2.52853 -1.47494 3.74736 0.040 0.012 0.014 0.175
Cl -1.19038 -0.31969 3.71541 0.039 -0.025 0.036 -0.146
H -2.81168 -1.69929 2.72844 -0.042 -0.016 -0.177 -0.157
H -2.20463 -2.35578 4.28887 -0.002 0.022 -0.040 0.343
F -1.39744 -1.64730 0.05016 0.076 0.102 -0.009 -0.357
B -2.74950 -2.00954 -0.47965 -0.053 -0.074 0.215 0.389
F -3.66695 -1.59480 0.48571 0.073 -0.009 0.057 -0.391
F -2.92546 -1.36362 -1.67974 0.055 0.167 -0.160 -0.348
F -2.74009 -3.38435 -0.61752 0.009 -0.036 0.025 -0.348
C 4.54027 -3.46648 -0.03346 0.007 -0.002 -0.022 -0.961
Si 3.79387 -2.71213 1.51069 -0.005 -0.029 -0.004 -0.070
C 3.24501 -4.08636 2.66032 0.000 -0.004 0.005 -0.960
C 5.09498 -1.67395 2.37315 0.001 0.019 0.006 -0.958
C 2.37328 -1.67517 1.06686 0.012 0.045 0.017 -0.899
C 1.41169 -0.98185 0.78915 -0.006 -0.034 0.071 0.590
H 5.39307 -4.10569 0.20935 0.001 -0.002 -0.004 0.288
H 4.88003 -2.68522 -0.71632 0.002 -0.003 0.001 0.297
H 3.79775 -4.06825 -0.56086 0.003 -0.004 0.000 0.298
H 4.08328 -4.72969 2.94037 -0.001 0.000 0.002 0.285
H 2.48306 -4.70330 2.18039 -0.002 0.000 0.002 0.306
H 2.81083 -3.67108 3.57184 -0.002 -0.003 0.002 0.299
H 5.96995 -2.27271 2.63903 0.000 -0.001 0.004 0.282
H 4.68889 -1.23378 3.28603 0.006 0.000 0.001 0.298
H 5.42129 -0.85627 1.72751 0.004 -0.001 0.001 0.296
Se 1.05891 2.16327 0.72500 0.012 -0.174 0.007 -0.356
C -0.67201 3.99029 -3.19240 -0.012 0.010 -0.014 -1.020
N -0.07834 2.81068 -2.60437 -0.013 0.012 -0.036 0.403
C 1.13784 2.43542 -3.29233 0.045 -0.036 -0.048 -1.099
C -1.00363 1.68124 -2.54189 -0.060 -0.013 -0.021 -1.892
C -2.04895 1.82934 -1.46355 0.039 0.079 -0.040 1.622
C -3.27238 2.42530 -1.75604 -0.025 -0.026 -0.059 -0.182
C -4.25257 2.57686 -0.78649 0.037 -0.048 0.075 -0.719
C -4.01226 2.12027 0.50159 0.012 0.033 -0.056 -0.668
C -2.79783 1.51858 0.80204 0.002 -0.005 0.061 -0.468
C -1.81447 1.36315 -0.17006 0.012 -0.227 0.163 -0.493
H 0.06947 4.79081 -3.22073 -0.021 0.013 0.005 0.355
H -1.51731 4.33087 -2.59583 -0.026 -0.025 0.022 0.290
H -1.02929 3.81734 -4.22569 0.018 -0.016 0.017 0.317
H 0.18129 3.11763 0.04697 -0.058 0.010 -0.009 0.114
H 0.95679 2.12276 -4.33758 0.002 0.011 0.021 0.364
H 1.61831 1.61095 -2.76327 -0.008 0.018 -0.009 0.283
H 1.83101 3.27816 -3.30742 -0.005 0.008 0.009 0.336
H -0.40255 0.79556 -2.33571 -0.062 -0.067 -0.012 0.549
H -1.49460 1.51274 -3.51889 0.038 0.049 0.033 0.448
H -3.47071 2.74478 -2.77440 0.007 0.012 0.004 0.427
H -5.20452 3.02524 -1.04300 0.000 0.012 0.009 0.369
H -4.77073 2.20625 1.27044 -0.011 0.012 -0.024 0.396
H -2.63112 1.13411 1.80385 -0.017 0.080 -0.085 0.185
```
Positions in Å, forces in eV/Å.



A 3-piece molecular cluster, C15H24BF8O9 overall in a non-equilibrium geometry. Source: OMol25; level of theory: ωB97M-V/def2-TZVPD.

E_HOMO ... -3.68 eV
LUMO level ... 2.287 eV
Total charge ... -1

Geometry as XYZ:
```
57
Properties=species:S:1:pos:R:3:forces:R:3:mulliken_charge:R:1
F -5.46509 -0.79103 6.17456 0.171 0.031 -0.429 -0.272
C -5.32956 -0.82933 4.81772 0.193 0.101 0.433 0.154
F -4.32424 0.01497 4.46560 -0.343 -0.202 0.126 -0.229
C -4.94830 -2.26810 4.41781 -0.373 -0.039 0.242 0.695
F -5.81089 -3.09326 5.06404 0.250 0.168 -0.149 -0.332
F -3.70446 -2.52378 4.86470 0.019 0.012 0.047 -0.287
C -5.04905 -2.53481 2.88110 -0.001 -0.137 -0.058 0.389
F -5.90762 -3.55147 2.67061 0.107 0.153 0.052 -0.341
F -5.57786 -1.42269 2.29274 0.035 -0.216 0.065 -0.304
C -3.71033 -2.84864 2.17604 0.004 0.017 -0.647 1.156
F -4.06353 -3.20703 0.91073 0.187 0.090 0.442 -0.324
F -3.15692 -3.94729 2.75993 -0.162 -0.030 -0.022 -0.331
C -2.71747 -1.65991 2.15260 -0.112 0.056 -0.256 -0.839
O -2.37587 -1.29574 0.86054 -0.046 0.213 -0.049 -0.448
C -1.13534 -1.83428 0.41497 0.209 -0.343 -0.459 -0.304
C -1.00087 -1.75179 -1.09939 0.432 0.147 0.464 -1.185
C -0.02743 -0.68539 -1.59334 -0.605 0.403 -0.518 0.402
C -0.63432 0.73001 -1.65242 0.120 0.719 -0.808 -0.137
O -0.23592 1.28471 -2.88010 0.394 0.158 0.109 -0.760
B 0.14727 0.19974 -3.82675 0.019 0.007 0.353 0.931
O 0.30046 -0.98854 -2.90669 0.080 -0.430 -0.242 -0.880
H -6.26209 -0.50715 4.36750 -0.078 0.068 -0.075 0.286
H -3.18550 -0.79799 2.61494 -0.073 0.084 0.173 0.364
H -1.85012 -1.94693 2.74080 0.124 -0.087 0.226 0.430
H -0.30146 -1.29736 0.87063 0.015 0.209 0.269 0.405
H -1.04894 -2.87476 0.73138 -0.165 -0.185 0.134 0.373
H -0.61482 -2.69517 -1.46911 0.001 -0.250 -0.093 0.283
H -1.96315 -1.57673 -1.56514 -0.274 -0.052 -0.046 0.315
H 0.86709 -0.64654 -0.95631 0.211 -0.227 0.188 0.188
H -1.73122 0.72718 -1.61953 -0.202 -0.322 0.261 0.149
H -0.27237 1.40622 -0.87709 -0.035 -0.138 0.461 0.058
H 1.24687 0.38169 -4.36726 -0.102 0.250 -0.105 -0.290
H -0.75667 0.04768 -4.66131 0.044 -0.242 -0.069 -0.297
C 1.14600 5.35559 -0.30097 0.003 0.074 -0.213 -0.604
O 1.54856 5.59292 1.05630 0.025 0.104 -0.027 -0.324
C 1.28543 4.57593 1.87073 0.109 0.187 -0.114 0.822
O 0.76070 3.54653 1.55584 -0.147 -0.299 0.093 -0.534
O 1.70959 4.89669 3.09708 0.027 0.046 0.095 -0.338
C 1.48655 3.87220 4.06489 0.025 -0.037 0.175 -0.609
H 1.41489 6.24960 -0.85526 0.038 0.042 0.080 0.197
H 1.66784 4.49552 -0.71340 -0.058 -0.064 0.029 0.311
H 0.07227 5.19469 -0.35976 0.000 -0.085 0.020 0.289
H 2.01942 2.96324 3.79293 -0.055 -0.033 -0.049 0.290
H 0.42367 3.66004 4.16317 -0.008 -0.055 -0.057 0.283
H 1.87198 4.25495 5.00565 0.025 0.073 -0.033 0.206
C 3.46300 -1.59916 -3.18730 -0.321 -0.173 0.117 -0.589
O 4.13145 -1.17585 -4.38749 -0.002 -0.044 -0.024 -0.247
C 5.42800 -0.99238 -4.26660 -0.199 -0.016 -0.046 0.772
O 6.09664 -1.14552 -3.27544 0.155 -0.014 0.139 -0.563
O 5.91081 -0.60209 -5.45577 0.081 0.038 -0.125 -0.318
C 7.31224 -0.36229 -5.45952 0.088 0.045 -0.102 -0.637
H 2.40541 -1.69922 -3.41848 0.020 0.186 -0.121 0.133
H 3.86835 -2.55588 -2.85739 0.114 0.056 0.029 0.374
H 3.57900 -0.85183 -2.40620 0.077 0.019 -0.001 0.286
H 7.86166 -1.26712 -5.20332 0.011 0.014 0.079 0.286
H 7.57095 0.43356 -4.76291 0.020 -0.043 0.064 0.284
H 7.56528 -0.05660 -6.47128 -0.073 -0.003 -0.029 0.213
```
Positions in Å, forces in eV/Å.



A 2-piece molecular cluster, C15H24BrF9I2NO5P2 overall in a non-equilibrium geometry. Source: OMol25; level of theory: ωB97M-V/def2-TZVPD.

E_HOMO ... -11.57 eV
LUMO level ... -3.551 eV
Total charge ... +1

Geometry as XYZ:
```
59
Properties=species:S:1:pos:R:3:forces:R:3:mulliken_charge:R:1
C 7.76276 0.58577 2.49479 -0.380 0.147 0.757 -1.398
C 6.53784 -0.16002 2.06544 -0.369 0.054 -0.057 0.699
I 4.75812 0.51363 2.97447 0.144 0.058 -0.156 0.126
C 6.48691 -1.15774 1.19143 0.191 0.287 0.123 -1.033
I 8.27395 -1.85299 0.32106 -0.216 -0.054 0.155 0.282
N 5.24670 -1.84365 0.78225 1.624 -0.855 -0.373 0.429
C 5.30662 -3.29516 1.27001 -0.432 -0.312 0.827 -0.488
C 4.22082 -3.65677 2.28758 0.208 0.034 -0.456 -1.241
C 2.81570 -3.88317 1.70705 0.257 -0.580 0.578 1.031
F 2.89288 -4.18232 0.38303 0.046 0.418 -0.035 -0.299
F 2.32524 -4.99638 2.30091 -0.076 0.116 -0.048 -0.313
C 1.76510 -2.74117 1.96833 -0.674 -0.172 0.124 0.302
F 0.86174 -3.20140 2.84646 0.032 0.051 0.017 -0.293
F 2.34565 -1.65996 2.54547 0.402 -0.057 -0.311 -0.241
C 0.97640 -2.27108 0.72781 -0.329 -0.066 0.061 0.746
F 0.29655 -3.31688 0.24461 0.048 -0.164 -0.019 -0.293
F 1.81415 -1.81329 -0.22425 0.270 0.100 0.133 -0.201
C -0.06378 -1.14448 0.98880 -0.127 0.161 -0.974 0.611
F -0.99924 -1.49692 1.84132 -0.011 -0.125 0.561 -0.250
F -0.65257 -0.90808 -0.18381 -0.010 -0.116 -0.295 -0.234
F 0.51934 -0.01472 1.36056 0.263 0.130 0.486 -0.244
P 4.90147 -1.78376 -1.09786 -1.772 0.225 -0.487 0.348
O 5.81044 -3.01114 -1.58079 0.390 0.471 0.002 -0.403
Br 5.84814 0.11918 -1.72234 0.146 -0.364 0.221 -0.119
H 7.58560 0.95156 3.50692 0.111 0.010 -0.009 0.407
H 8.64722 -0.04385 2.54398 0.047 0.046 -0.322 0.510
H 7.91100 1.47980 1.88697 0.137 -0.183 -0.207 0.301
H 4.40995 -1.40271 1.18640 0.242 0.344 0.150 0.184
H 5.30676 -4.01139 0.45420 -0.055 0.295 -0.243 0.570
H 6.24546 -3.41580 1.80353 0.114 0.162 -0.212 0.332
H 4.52764 -4.63233 2.66957 -0.093 -0.018 -0.012 0.439
H 4.23043 -2.98555 3.14558 -0.191 0.098 -0.088 0.352
H 6.14583 -2.87003 -2.48209 0.183 -0.225 0.081 0.401
O -4.88004 1.82433 -2.99572 0.071 -2.299 1.201 -0.747
P -5.30331 2.44271 -1.72893 -0.334 5.227 -0.722 0.937
O -6.78741 3.03394 -1.88597 0.227 -0.544 0.321 -0.321
C -7.88093 2.13038 -2.08803 -0.328 -0.203 -0.055 -0.334
C -8.19156 1.29614 -0.85853 0.243 -0.048 0.056 -0.906
O -4.46110 3.82299 -1.63525 0.073 -0.297 0.194 -0.353
C -3.47169 4.14917 -2.61163 0.054 0.153 -0.243 -0.296
C -4.06383 4.90675 -3.78462 -0.090 0.184 0.041 -1.053
O -5.28646 2.23454 -0.12853 0.165 -2.176 -0.809 -0.265
C -4.51466 1.14409 0.41492 0.200 -0.214 0.047 -0.385
C -3.05520 1.21074 0.00774 -0.004 0.276 -0.119 -0.617
H -7.67190 1.48881 -2.94828 0.054 0.048 -0.004 0.285
H -8.74173 2.74758 -2.33894 0.099 0.130 -0.013 0.325
H -7.39744 0.56997 -0.66522 -0.050 -0.023 -0.006 0.187
H -9.11934 0.74163 -0.99854 -0.015 0.034 -0.042 0.408
H -8.27875 1.92690 0.02534 -0.072 0.031 -0.021 0.255
H -2.95034 3.25124 -2.94352 -0.156 -0.090 -0.035 0.302
H -2.73624 4.77356 -2.10134 -0.070 -0.002 0.100 0.371
H -5.00473 4.46554 -4.11066 0.084 -0.181 -0.027 0.286
H -3.37022 4.91492 -4.62635 0.004 0.011 0.006 0.335
H -4.27491 5.93915 -3.50291 -0.001 0.000 -0.008 0.289
H -4.95546 0.19536 0.09601 -0.028 0.024 0.016 0.297
H -4.61193 1.20217 1.49720 -0.114 0.151 -0.022 0.364
H -2.93562 1.11038 -1.07474 -0.042 -0.071 0.040 0.351
H -2.49405 0.41096 0.48230 -0.081 -0.033 0.067 -0.056
H -2.62197 2.16883 0.29681 -0.008 -0.005 0.066 0.318
```
Positions in Å, forces in eV/Å.